[1]
Here is a molecular structure, C14H32Br3Cl7FLiMgNO6PS2 in a non-equilibrium geometry from the OMol25 dataset. Energies are from ωB97M-V with the def2-TZVPD basis set.

The calculation puts the HOMO-LUMO gap at 1.7 eV. Its HOMO energy is -6.316 eV. The multiplicity is 1.

```
69
Properties=species:S:1:pos:R:3:lowdin_charge:R:1
C 4.30 1.09 -2.18 -0.083
O 3.82 -0.23 -2.57 -0.177
C 3.22 -0.79 -1.41 -0.338
C 2.60 -2.20 -1.64 -0.184
C 1.45 -2.25 -2.71 -0.222
C 0.65 -0.91 -2.87 -0.191
C -0.35 -0.58 -1.72 -0.633
Cl -0.40 -1.84 -0.35 0.523
N -1.75 -0.45 -2.23 -0.216
P -2.83 0.33 -1.03 0.335
S -3.33 2.11 -1.58 0.247
C 0.05 0.87 -1.20 -0.794
O 0.38 1.09 -0.04 -0.006
O 0.01 1.79 -2.08 -0.054
H 5.38 1.22 -2.41 0.091
H 3.68 1.85 -2.72 0.097
H 4.19 1.27 -1.09 0.059
H 2.46 -0.06 -1.02 0.110
H 4.05 -0.90 -0.56 -0.146
H 2.23 -2.58 -0.66 0.090
H 3.44 -2.86 -2.00 0.081
H 1.94 -2.45 -3.71 0.111
H 0.80 -3.15 -2.52 0.096
H 0.02 -1.02 -3.80 0.039
H 1.33 -0.04 -3.07 0.122
H -2.12 -1.40 -2.33 0.067
H -2.25 0.30 0.29 -0.025
H -4.00 -0.48 -0.93 -0.004
O -6.37 1.70 0.45 -0.106
H -7.14 2.27 0.53 0.027
H -5.82 2.14 -0.21 -0.033
Li 0.20 -0.82 -5.50 0.885
Mg -1.21 -2.13 1.80 0.714
F -5.61 3.03 2.21 -0.550
Cl -5.49 3.52 -3.73 0.510
C -4.15 4.60 -4.20 -0.671
C -4.26 5.04 -5.64 -0.663
Cl -3.98 3.71 -6.78 0.512
H -3.21 4.07 -4.01 0.050
H -4.20 5.46 -3.54 0.079
H -3.50 5.80 -5.85 0.071
H -5.24 5.47 -5.85 0.067
O 6.46 1.07 0.07 -0.232
H 6.92 1.90 0.26 0.042
H 6.91 0.43 0.63 -0.024
C 1.20 -0.70 4.85 -0.270
S 2.91 -1.07 4.41 0.750
O 2.99 -2.54 4.16 -0.567
C 3.59 -0.77 6.05 -0.264
H 0.57 -0.86 3.98 -0.010
H 0.87 -1.35 5.66 0.063
H 1.12 0.35 5.16 0.061
H 3.11 -1.42 6.78 0.057
H 3.44 0.28 6.32 0.054
H 4.66 -0.98 6.02 0.051
Br 4.58 -0.49 1.08 0.386
C 4.36 -5.87 -1.15 -2.039
Cl 4.86 -7.57 -1.00 0.526
Cl 2.79 -5.79 -1.96 0.512
Cl 4.23 -5.15 0.46 0.542
Cl 5.57 -4.98 -2.10 0.528
Br -2.96 0.89 4.34 0.555
C -4.90 0.90 4.46 -0.688
C -5.37 0.30 5.76 -0.686
Br -5.25 -1.65 5.74 0.558
H -5.28 0.37 3.58 0.053
H -5.18 1.95 4.38 0.048
H -6.43 0.52 5.92 0.059
H -4.80 0.65 6.62 0.047
```



[2]
Here is a molecular structure, C5H6O from the OMol25 dataset. Energies are from ωB97M-V with the def2-TZVPD basis set.

The calculation puts the HOMO-LUMO gap at 10.4 eV. Its HOMO energy is -9.422 eV. The multiplicity is 1. For the energy above the lowest of the compared OMol25 structures with the same formula, charge and spin, the calculation gives 1.7782 eV.

```
12
Properties=species:S:1:pos:R:3:lowdin_charge:R:1
O 2.07 1.01 0.95 0.068
C 1.21 0.30 0.50 -0.420
C 0.88 -0.12 -0.94 -0.033
C -0.53 0.39 -0.51 -0.161
C -1.16 -0.72 0.28 -0.073
C -0.18 0.16 1.00 -0.106
H 1.47 0.36 -1.73 0.119
H 0.87 -1.20 -1.10 0.110
H -0.93 1.32 -0.90 0.142
H -0.95 -1.71 -0.12 0.100
H -2.15 -0.70 0.76 0.114
H -0.53 0.75 1.84 0.142
```



[3]
Here is a molecular structure, C45H62AuBN5OP2 in a non-equilibrium geometry from the OMol25 dataset. Energies are from ωB97M-V with the def2-TZVPD basis set.

The calculation puts the HOMO-LUMO gap (spin up / spin down) at 5.5 / 5.5 eV. Its net charge is +1. Its HOMO energy (spin up / spin down) is -10.084 / -10.085 eV. The multiplicity is 1. For the energy above the lowest of the compared OMol25 structures with the same formula, charge and spin, the calculation gives 2.2081 eV.

```
117
Properties=species:S:1:pos:R:3:lowdin_charge:R:1
Au -0.04 0.04 0.38 0.894
C 0.09 3.90 0.13 -0.121
C 1.61 3.89 0.07 -0.692
C 2.08 4.96 -0.91 -0.074
C 2.15 4.18 1.48 -0.095
P 2.07 2.09 -0.33 1.184
C 1.58 1.91 -2.13 -0.273
N 1.26 0.53 -2.40 -0.013
B 0.70 -0.42 -1.50 -0.609
N 0.55 -1.64 -2.20 -0.002
C 0.09 -2.91 -1.70 -0.274
P -0.89 -2.69 -0.12 1.193
C -0.58 -4.37 0.74 -0.671
C -1.48 -4.44 1.97 -0.090
C 0.87 -4.29 1.22 -0.102
C -0.75 -5.62 -0.11 -0.065
C -2.68 -2.54 -0.75 -0.685
C -2.66 -1.55 -1.91 -0.084
C -3.48 -1.94 0.41 -0.106
C -3.31 -3.85 -1.20 -0.080
C 1.01 -1.44 -3.50 -0.157
C 1.08 -2.31 -4.57 -0.016
C 1.58 -1.82 -5.77 -0.095
C 2.01 -0.51 -5.89 -0.078
C 1.95 0.37 -4.82 -0.009
C 1.44 -0.10 -3.62 -0.163
C 3.98 1.87 -0.44 -0.662
C 4.49 1.62 0.98 -0.087
C 4.21 0.61 -1.28 -0.092
C 4.75 3.03 -1.07 -0.076
H -0.26 4.88 0.47 0.091
H -0.28 3.15 0.83 0.029
H -0.36 3.71 -0.84 0.078
H 1.62 5.91 -0.63 0.094
H 1.79 4.73 -1.93 0.081
H 3.16 5.10 -0.88 0.060
H 1.67 5.07 1.88 0.093
H 3.22 4.36 1.46 0.069
H 1.94 3.35 2.14 0.078
H 2.41 2.25 -2.76 0.087
H 0.71 2.55 -2.33 0.100
H 0.95 -3.56 -1.48 0.079
H -0.53 -3.42 -2.45 0.100
H -1.43 -3.50 2.53 0.085
H -1.14 -5.24 2.63 0.093
H -2.51 -4.65 1.72 0.072
H 1.02 -3.41 1.83 0.066
H 1.57 -4.28 0.39 0.059
H 1.10 -5.17 1.82 0.101
H -1.77 -5.79 -0.42 0.063
H -0.44 -6.48 0.48 0.098
H -0.12 -5.59 -1.00 0.078
H -2.09 -0.66 -1.66 0.057
H -3.69 -1.24 -2.12 0.099
H -2.26 -1.99 -2.82 0.083
H -3.05 -0.99 0.72 0.027
H -3.51 -2.61 1.26 0.070
H -4.50 -1.76 0.09 0.093
H -2.70 -4.37 -1.94 0.078
H -4.27 -3.63 -1.66 0.095
H -3.49 -4.51 -0.36 0.070
H 0.77 -3.34 -4.49 0.116
H 1.63 -2.48 -6.63 0.106
H 2.41 -0.16 -6.83 0.106
H 2.28 1.39 -4.92 0.110
H 3.96 0.78 1.43 0.049
H 4.35 2.49 1.61 0.067
H 5.55 1.39 0.95 0.096
H 3.54 -0.18 -0.96 0.045
H 5.24 0.27 -1.16 0.098
H 4.06 0.80 -2.35 0.081
H 4.83 3.86 -0.37 0.075
H 4.31 3.38 -2.00 0.079
H 5.76 2.69 -1.28 0.095
C -1.63 1.04 1.09 -0.215
C -2.67 1.61 1.33 -0.148
C -3.86 2.25 1.76 -0.259
C -5.02 1.50 1.96 -0.030
C -6.19 2.12 2.36 -0.075
C -6.21 3.48 2.58 -0.078
C -5.07 4.24 2.37 -0.076
C -3.89 3.63 1.97 -0.031
H -5.00 0.43 1.81 0.104
H -7.08 1.53 2.52 0.106
H -7.12 3.96 2.92 0.105
H -5.09 5.31 2.54 0.106
H -3.00 4.22 1.82 0.109
C 3.26 -6.07 -6.20 -0.043
C 3.41 -5.38 -4.88 -0.278
C 3.82 -4.06 -4.82 -0.054
C 3.99 -3.42 -3.60 -0.025
C 3.78 -4.12 -2.42 -0.232
N 3.99 -3.45 -1.19 0.144
C 4.44 -4.07 -0.06 -0.515
O 4.67 -5.25 0.06 0.108
N 4.67 -3.22 1.04 0.145
C 3.80 -2.31 1.63 -0.215
C 3.98 -1.97 2.98 0.012
C 3.11 -1.10 3.59 -0.035
C 2.06 -0.56 2.85 -0.153
N 1.89 -0.88 1.58 -0.034
C 2.71 -1.73 0.98 -0.150
C 3.33 -5.43 -2.47 -0.018
C 3.15 -6.05 -3.69 -0.028
H 2.70 -5.46 -6.91 0.077
H 2.77 -7.03 -6.09 0.078
H 4.24 -6.25 -6.64 0.088
H 4.00 -3.51 -5.73 0.117
H 4.32 -2.39 -3.57 0.117
H 4.18 -2.46 -1.27 0.128
H 5.25 -3.70 1.72 0.152
H 4.78 -2.42 3.54 0.123
H 3.23 -0.84 4.63 0.114
H 1.34 0.12 3.28 0.110
H 2.46 -1.97 -0.04 0.081
H 3.15 -5.98 -1.56 0.107
H 2.81 -7.08 -3.71 0.115
```



[4]
Here is 10 unconnected molecules or ions with the total composition H19O10 in a non-equilibrium geometry from the OMol25 dataset. Energies are from ωB97M-V with the def2-TZVPD basis set.

The calculation puts the HOMO-LUMO gap at 8.5 eV. Its net charge is -1. Its HOMO energy is -6.234 eV. The multiplicity is 1. For the energy above the lowest of the compared OMol25 structures with the same formula, charge and spin, the calculation gives 3.6231 eV.

```
29
Properties=species:S:1:pos:R:3:lowdin_charge:R:1
O -11.10 -26.33 38.10 -0.413
H -10.24 -25.90 37.78 0.034
O -8.96 -25.18 40.53 -0.129
H -9.13 -24.63 41.33 0.044
H -9.16 -24.75 39.62 0.020
O -8.97 -23.48 38.46 -0.027
H -8.48 -22.59 38.53 0.147
H -9.72 -23.15 38.13 0.008
O -13.44 -27.65 37.20 -0.077
H -12.55 -27.15 37.35 0.027
H -13.23 -28.43 36.76 -0.026
O -12.28 -25.08 36.16 -0.138
H -11.81 -25.56 36.86 -0.090
H -11.60 -25.49 35.50 0.063
O -10.61 -27.70 35.56 -0.091
H -10.67 -27.27 36.45 -0.015
H -11.13 -28.51 35.45 0.045
O -12.19 -25.20 40.10 -0.084
H -11.69 -25.61 40.74 -0.039
H -11.75 -25.89 39.57 -0.043
O -9.46 -28.57 38.62 -0.042
H -8.83 -28.23 37.93 0.065
H -9.96 -27.85 38.49 -0.119
O -7.10 -24.72 36.95 -0.112
H -7.27 -24.10 36.17 0.062
H -7.75 -24.51 37.65 -0.018
O -12.32 -28.12 40.04 -0.088
H -12.00 -27.56 39.32 -0.038
H -11.58 -28.36 40.67 0.071
```



[5]
Here is 6 unconnected molecules or ions with the total composition C17H52N5O5 in a non-equilibrium geometry from the OMol25 dataset. Energies are from ωB97M-V with the def2-TZVPD basis set.

The calculation puts the HOMO-LUMO gap at 9.1 eV. Its net charge is +1. Its HOMO energy is -11.066 eV. The multiplicity is 1. For the energy above the lowest of the compared OMol25 structures with the same formula, charge and spin, the calculation gives 10.4384 eV.

```
79
Properties=species:S:1:pos:R:3:lowdin_charge:R:1
N -0.74 0.33 -1.34 0.339
H -0.51 0.40 -2.32 0.084
H -1.57 0.48 -0.82 0.063
H -0.22 1.10 -0.98 0.085
H -0.35 -0.54 -1.02 0.086
C 0.95 3.93 -1.66 -0.071
C 1.23 3.74 -3.09 -0.481
C 2.72 3.89 -3.36 -0.274
O 3.30 4.98 -2.80 -0.151
C 4.65 4.93 -2.80 -0.144
N 0.61 2.52 -3.62 0.043
H 1.30 4.97 -1.36 0.119
H 1.48 3.18 -1.02 0.092
H -0.05 4.07 -1.55 0.037
H 0.96 4.70 -3.63 0.156
H 2.95 3.90 -4.51 0.165
H 3.02 2.94 -3.09 0.077
H 5.13 3.96 -2.23 0.144
H 4.97 5.72 -2.14 0.079
H 5.11 5.03 -3.79 0.094
H 1.01 2.43 -4.53 0.057
H -0.46 2.71 -3.73 0.131
C 2.39 0.10 3.25 -0.026
C 1.56 -0.81 2.39 -0.426
C 2.06 -1.00 1.06 -0.151
O 1.88 0.31 0.32 -0.217
C 2.67 0.30 -0.84 -0.101
N 1.67 -2.15 3.08 0.110
H 1.93 0.23 4.27 0.111
H 2.09 0.98 2.99 0.003
H 3.44 -0.22 3.33 0.114
H 0.67 -0.54 2.47 0.048
H 1.63 -1.81 0.48 0.129
H 3.14 -1.17 1.11 0.130
H 2.51 -0.48 -1.52 0.061
H 3.56 0.39 -0.39 0.044
H 2.40 1.38 -1.35 0.121
H 2.50 -2.53 2.82 0.037
H 0.85 -2.65 2.95 -0.006
C -1.27 -3.69 -0.69 0.012
C -1.86 -3.06 0.68 -0.424
C -1.64 -4.03 1.82 -0.180
O -0.25 -4.09 2.09 -0.280
C 0.18 -5.05 3.08 -0.048
N -1.18 -1.91 0.95 0.016
H -0.39 -4.08 -0.66 0.006
H -1.20 -2.94 -1.42 0.044
H -2.01 -4.41 -0.87 0.066
H -2.81 -2.66 0.48 0.123
H -2.15 -4.87 1.43 0.110
H -2.09 -3.66 2.86 0.155
H 1.30 -4.83 3.15 0.110
H -0.11 -6.03 2.64 0.110
H -0.28 -4.80 4.01 0.072
H -0.38 -2.19 1.58 0.062
H -1.79 -1.15 1.54 0.097
C -4.17 1.02 -0.05 -0.090
C -3.46 1.47 1.21 -0.415
C -3.70 0.53 2.42 -0.218
O -2.64 -0.36 2.56 -0.286
C -2.52 -0.87 3.90 -0.072
N -1.99 1.71 1.03 0.083
H -3.82 -0.19 -0.34 0.144
H -3.79 1.66 -0.97 0.102
H -5.28 1.11 0.13 0.087
H -3.88 2.42 1.39 0.115
H -4.79 0.03 2.37 0.170
H -3.91 1.19 3.34 0.139
H -2.53 -0.02 4.69 0.119
H -1.63 -1.59 4.08 0.108
H -3.42 -1.56 4.12 0.115
H -1.45 1.36 1.81 0.083
H -1.84 2.61 1.22 0.020
C -0.15 -0.99 -4.59 -0.231
O 0.47 -1.38 -3.42 -0.179
H -1.16 -1.58 -4.49 0.110
H 0.12 -1.31 -5.64 0.098
H -0.32 0.17 -4.54 0.080
H 1.32 -1.73 -3.92 0.157
```



[6]
Here is 2 unconnected molecules or ions with the total composition C3H10N2O2 in a non-equilibrium geometry from the OMol25 dataset. Energies are from ωB97M-V with the def2-TZVPD basis set.

The SMILES is CNCC(N)=O.O. The calculation puts the HOMO-LUMO gap at 10.0 eV. Its HOMO energy is -9.267 eV. The multiplicity is 1. For the energy above the lowest of the compared OMol25 structures with the same formula, charge and spin, the calculation gives 0.9999 eV.

```
17
Properties=species:S:1:pos:R:3:lowdin_charge:R:1
C 2.44 -0.55 0.13 -0.106
N 1.00 -0.60 0.39 -0.126
C 0.21 -0.57 -0.85 -0.168
C -1.27 -0.59 -0.42 -0.533
N -1.79 0.65 -0.17 0.173
O -1.87 -1.63 -0.25 0.061
H 2.82 0.44 0.40 0.066
H 2.66 -0.72 -0.92 0.074
H 2.95 -1.29 0.75 0.081
H 0.65 -1.32 0.98 0.106
H 0.47 -1.40 -1.52 0.119
H 0.43 0.34 -1.41 0.113
H -1.20 1.43 -0.43 0.079
H -2.78 0.73 -0.21 0.103
O 0.50 2.51 0.92 -0.067
H 0.81 1.64 0.65 -0.016
H 1.25 2.99 1.30 0.043
```